No. 1
DFT (wB97M-V/def2-TZVPD) results for a 5-piece molecular cluster, C23H41BrF5O11P2S overall in a non-equilibrium geometry.

Results
frontier orbital gap	6.37	eV
total charge	-1

XYZ file:
```
84
Properties=species:S:1:pos:R:3:lowdin_charge:R:1
C 1.333 -0.096 1.060 0.0486
C 0.362 -0.564 0.561 -0.4058
P -1.154 -1.285 -0.218 0.1653
Br -2.335 0.747 0.309 0.1868
C -0.153 -2.799 -0.776 -0.3488
C 0.460 -3.657 0.052 -0.1077
P -1.598 -2.265 1.810 0.8023
C -2.788 -1.256 2.776 -0.3757
O -2.370 -3.708 1.504 -0.3648
S -2.988 -2.186 -1.359 0.5605
O -3.020 -1.480 -2.633 -0.4114
O -2.743 -3.587 -1.634 -0.3846
C -4.769 -2.046 -0.743 -0.4825
F -5.495 -2.056 -1.894 0.0678
F -5.111 -0.905 -0.128 0.0692
C -5.383 -3.218 0.094 -0.5631
F -4.957 -4.418 -0.260 0.1711
F -5.231 -3.012 1.407 0.1451
F -6.726 -3.200 -0.122 0.1243
H 2.199 0.321 1.506 -0.0118
H -0.812 -0.657 -1.430 -0.0276
H -0.060 -2.941 -1.846 0.0549
H 0.331 -4.720 -0.089 0.0487
H 1.029 -3.266 0.881 0.0330
H -2.274 -0.385 3.144 0.0021
H -3.015 -1.858 3.651 0.0161
H -3.714 -1.019 2.265 -0.0049
H -2.157 -4.306 2.220 0.0335
O 1.503 -0.598 -2.923 0.0938
C 0.760 -0.716 -3.854 -0.5382
O 0.588 -1.930 -4.406 -0.0017
C -0.441 -2.205 -5.355 -0.2311
C -0.010 -1.866 -6.768 -0.0689
C 0.077 0.489 -4.450 0.0151
H -1.369 -1.709 -5.070 0.1112
H -0.626 -3.274 -5.271 0.1260
H 0.196 -0.801 -6.881 0.0645
H -0.788 -2.144 -7.480 0.0776
H 0.905 -2.402 -7.022 0.0780
H 0.757 0.964 -5.158 0.0932
H -0.131 1.176 -3.633 0.0876
H -0.871 0.281 -4.941 0.0775
O 4.187 0.613 2.162 0.0882
C 4.846 0.469 1.170 -0.5327
O 4.431 -0.420 0.261 0.0023
C 4.983 -0.550 -1.047 -0.2237
C 6.195 -1.459 -1.060 -0.0645
C 6.154 1.202 0.962 0.0127
H 5.197 0.431 -1.477 0.1129
H 4.186 -0.984 -1.646 0.1234
H 7.009 -1.056 -0.455 0.0634
H 6.558 -1.593 -2.079 0.0793
H 5.935 -2.433 -0.648 0.0838
H 6.950 0.644 1.453 0.0917
H 6.070 2.181 1.427 0.0865
H 6.412 1.358 -0.083 0.0686
O 3.274 3.426 -4.979 0.1005
C 2.641 3.871 -4.063 -0.5235
O 2.342 5.189 -4.069 -0.0087
C 1.435 5.779 -3.136 -0.2418
C 2.124 6.166 -1.844 -0.0662
C 2.246 3.032 -2.873 0.0245
H 0.578 5.129 -2.965 0.1146
H 1.057 6.671 -3.633 0.1190
H 2.524 5.295 -1.327 0.0684
H 1.425 6.670 -1.176 0.0807
H 2.959 6.837 -2.050 0.0795
H 3.071 3.012 -2.162 0.0959
H 2.054 2.017 -3.210 0.0627
H 1.345 3.375 -2.370 0.0790
O -1.695 -0.708 5.617 0.1122
C -2.482 -0.224 6.371 -0.5223
O -2.732 1.102 6.291 0.0029
C -3.788 1.740 7.000 -0.2441
C -3.373 2.133 8.404 -0.0690
C -3.145 -1.037 7.463 0.0121
H -4.688 1.123 6.994 0.1122
H -4.020 2.633 6.422 0.1231
H -3.121 1.260 9.006 0.0646
H -4.177 2.675 8.903 0.0776
H -2.489 2.769 8.368 0.0818
H -2.482 -1.071 8.327 0.0917
H -3.289 -2.047 7.088 0.0890
H -4.120 -0.664 7.769 0.0666
```

No. 2
DFT (wB97M-V/def2-TZVPD) results for C23H41CeN2P3S as an isolated structure in a non-equilibrium geometry.

Results
frontier orbital gap (spin up / spin down)	5.80 / 5.84	eV
total charge	+3
multiplicity	2
energy above the lowest of the compared OMol25 structures with the same formula, charge and spin	81.2	kcal per mole
<S²>	0.752

XYZ file:
```
71
Properties=species:S:1:pos:R:3:mulliken_spin:R:1
Ce 1.394 -0.710 -0.853 1.0082
P 2.105 1.608 1.011 -0.0028
P -1.147 0.638 1.799 -0.0004
P -0.756 2.305 -1.429 -0.0005
H 1.874 -2.603 -3.935 -0.0006
C 1.835 -1.487 -3.970 -0.0096
C 2.428 -0.680 -2.913 0.0232
H 3.411 -0.996 -2.462 -0.0041
C 3.495 0.867 1.947 -0.0008
C 1.675 2.946 2.201 -0.0006
C 3.046 2.635 -0.211 -0.0002
C -2.728 -0.339 1.719 -0.0005
C -0.649 0.100 3.501 -0.0001
C -1.948 2.220 2.388 -0.0004
C -0.710 3.204 -3.052 -0.0005
C -0.860 3.892 -0.501 0.0002
C -2.575 1.941 -1.376 -0.0001
H 1.532 -1.179 -5.007 0.0001
H 2.459 0.413 -3.185 -0.0018
H 4.158 0.309 1.278 0.0002
H 3.148 0.212 2.751 -0.0001
H 4.034 1.714 2.384 0.0000
H 1.119 2.534 3.053 0.0000
H 1.083 3.732 1.710 0.0000
H 2.617 3.384 2.569 -0.0002
H 3.536 2.011 -0.978 -0.0006
H 3.814 3.215 0.327 0.0001
H 2.342 3.326 -0.703 0.0004
H -3.444 0.090 2.430 -0.0001
H -2.562 -1.391 1.971 0.0001
H -3.165 -0.303 0.713 0.0000
H -1.264 0.633 4.237 0.0000
H 0.406 0.321 3.706 0.0001
H -0.815 -0.977 3.599 0.0000
H -2.492 1.940 3.302 -0.0001
H -2.676 2.611 1.665 0.0000
H -1.228 3.012 2.644 0.0000
H -1.501 3.973 -3.001 -0.0001
H -0.861 2.567 -3.937 0.0001
H 0.271 3.693 -3.138 0.0001
H -1.451 4.648 -1.026 -0.0001
H 0.166 4.255 -0.389 0.0000
H -1.301 3.743 0.477 0.0000
H -3.104 2.603 -2.082 0.0001
H -2.984 2.105 -0.366 -0.0001
H -2.720 0.890 -1.662 0.0000
C -0.983 -1.612 -3.128 0.0004
C -2.289 -2.111 -3.246 0.0005
C -2.506 -3.494 -3.138 -0.0008
C -1.510 -4.340 -2.631 0.0004
C -0.282 -3.815 -2.274 0.0010
C -0.078 -2.441 -2.455 0.0078
S -0.541 -0.153 -4.008 -0.0018
H -1.505 -0.221 -4.935 -0.0002
H -3.062 -1.415 -3.496 0.0000
H -3.426 -3.917 -3.484 0.0000
H -1.645 -5.436 -2.599 0.0000
H 0.592 -4.403 -1.960 -0.0002
H 1.021 -2.320 -2.378 -0.0181
N 3.132 -1.672 4.887 -0.0001
C 2.385 -2.169 4.123 0.0000
C 1.380 -2.647 3.193 0.0000
C 0.253 -3.375 3.614 0.0003
C -0.735 -3.639 2.675 -0.0005
C -0.638 -3.086 1.408 0.0007
N 0.410 -2.295 0.984 0.0054
C 1.449 -2.191 1.869 -0.0021
H 0.188 -3.642 4.646 0.0000
H -1.596 -4.245 2.976 0.0000
H -1.417 -3.271 0.660 -0.0001
H 2.397 -1.720 1.491 -0.0010
```